Entry 1:
6 unconnected molecules or ions with the total composition C58H65BF3N2O13 in a non-equilibrium geometry, computed with the ωB97M-V functional and the def2-TZVPD basis.

For the max |F|, the calculation gives 3.1 eV/Å. The value obtained for the HOMO energy is -11.0 eV. As for the charge: +1. The relative energy (zero: lowest compared OMol25 entry of this formula, charge and spin) comes out at 87.4 kcal per mole. The electronic energy comes out at -99614.2128 eV.

XYZ file:
```
142
Properties=species:S:1:pos:R:3:mulliken_charge:R:1
C -0.22 -0.95 -2.72 -1.1447
C -0.09 -2.09 -1.62 -0.1266
C 0.57 -1.59 -0.26 -0.3492
C 1.25 -2.85 0.41 0.2202
C 2.49 -2.50 1.34 -1.2637
N 2.13 -2.06 2.71 0.4906
C 2.47 -0.82 3.29 0.5509
C 3.27 0.41 2.76 0.6899
C 3.03 0.77 1.24 -0.4575
C 3.58 2.26 1.04 -0.9735
C 2.57 3.37 1.56 -0.3831
C 1.85 4.02 0.29 -0.4549
C 1.63 5.56 0.59 -0.7752
C 0.47 5.68 1.65 -0.3486
O -0.72 5.07 1.13 -0.3346
C -1.59 4.59 2.16 -0.5944
C 1.96 -0.85 4.65 -0.9530
C 2.09 0.31 5.67 -1.2459
C 0.74 1.12 5.77 0.4679
C 0.61 2.31 6.64 -0.6993
C -0.67 3.04 6.77 -0.6762
C -1.86 2.62 6.04 0.6813
C -3.27 3.30 6.14 -1.1478
C -1.75 1.47 5.14 -1.0170
C -0.47 0.73 5.02 0.0770
N 1.32 -2.10 4.85 0.9489
B 0.71 -2.50 6.17 0.5303
O 1.57 -3.09 7.11 -0.7038
C -0.81 -2.31 6.62 0.1148
C -1.60 -3.71 6.72 -0.9118
C 1.45 -2.80 3.67 0.1363
C 0.91 -4.27 3.48 -1.1222
O -0.46 -4.42 3.89 -0.1779
C -1.37 -4.19 2.89 0.8294
F -1.21 -5.06 1.82 -0.4034
F -1.41 -2.88 2.48 -0.1665
F -2.61 -4.46 3.39 -0.2733
H -0.20 0.06 -2.24 0.2660
H -1.14 -1.09 -3.35 0.3081
H 0.66 -1.02 -3.42 0.2851
H 0.51 -2.92 -2.10 0.3521
H -1.11 -2.53 -1.46 0.0263
H 1.24 -0.71 -0.41 0.1591
H -0.31 -1.31 0.40 0.2491
H 1.67 -3.51 -0.41 0.5323
H 0.46 -3.44 0.92 -0.3435
H 3.18 -1.81 0.80 0.3699
H 3.06 -3.47 1.47 0.3819
H 4.37 0.31 3.04 -0.3820
H 2.90 1.30 3.35 -0.0388
H 3.74 0.14 0.63 0.3842
H 1.97 0.67 0.89 0.0352
H 4.57 2.36 1.58 0.1299
H 3.81 2.38 -0.05 0.6273
H 3.07 4.15 2.20 0.4719
H 1.76 2.83 2.15 -0.0385
H 0.90 3.44 0.13 0.2817
H 2.47 3.94 -0.65 0.3589
H 1.42 6.16 -0.34 0.1323
H 2.57 5.96 1.05 0.3426
H 0.25 6.76 1.86 0.3408
H 0.84 5.21 2.60 0.2307
H -1.89 3.52 1.92 0.2389
H -1.11 4.55 3.18 0.2566
H -2.51 5.24 2.20 0.2807
H 2.87 1.06 5.35 0.5185
H 2.42 -0.03 6.69 0.5684
H 1.47 2.69 7.24 0.3676
H -0.70 3.93 7.44 0.3694
H -3.44 3.77 7.15 0.3485
H -3.45 4.01 5.29 0.2220
H -4.03 2.48 6.03 0.3354
H -2.64 1.11 4.57 0.3503
H -0.50 -0.14 4.31 0.4676
H 2.47 -3.20 6.72 0.3090
H -1.37 -1.63 5.93 -0.0471
H -0.78 -1.92 7.68 0.3260
H -0.99 -4.55 6.31 0.1641
H -1.94 -3.95 7.76 0.3151
H -2.53 -3.64 6.09 0.2608
H 1.52 -4.90 4.19 0.3981
H 1.14 -4.66 2.46 0.4262
C 1.86 8.82 -3.61 -0.3675
C 2.02 7.51 -3.45 -0.2537
C 3.37 6.91 -3.32 0.4475
O 3.52 5.71 -3.17 -0.5700
C 4.53 7.83 -3.36 -0.3858
C 4.37 9.14 -3.52 -0.3372
C 3.02 9.74 -3.66 0.3401
O 2.87 10.93 -3.80 -0.5351
H 0.88 9.27 -3.72 0.4073
H 1.19 6.82 -3.42 0.4305
H 5.51 7.38 -3.26 0.4122
H 5.21 9.83 -3.56 0.4074
C -5.17 -6.70 -1.94 -0.2201
C -4.44 -5.62 -2.21 -0.1672
C -3.36 -5.18 -1.31 0.2601
O -2.69 -4.19 -1.56 -0.5375
C -3.10 -5.98 -0.10 -0.5728
C -3.82 -7.07 0.18 -0.6037
C -4.92 -7.51 -0.72 0.1548
O -5.57 -8.50 -0.47 -0.5411
H -5.97 -7.04 -2.58 0.4814
H -4.62 -5.02 -3.09 0.3137
H -2.30 -5.65 0.55 0.9598
H -3.65 -7.67 1.06 0.4676
C -6.69 -4.82 -7.88 -0.4630
C -6.81 -5.43 -6.70 -0.5001
C -5.82 -5.21 -5.62 0.6105
O -5.93 -5.78 -4.54 -0.4317
C -4.70 -4.29 -5.89 -0.2491
C -4.58 -3.68 -7.07 -0.5405
C -5.56 -3.89 -8.15 0.2530
O -5.45 -3.33 -9.22 -0.4431
H -7.40 -4.97 -8.68 0.4316
H -7.62 -6.11 -6.48 0.4178
H -3.99 -4.14 -5.09 0.4684
H -3.76 -3.00 -7.29 0.4521
C 8.52 -0.45 4.24 -0.4578
C 7.27 0.01 4.19 -0.2031
C 6.97 1.36 3.69 0.5130
O 5.82 1.78 3.64 -0.5015
C 8.11 2.19 3.24 -0.4037
C 9.36 1.74 3.29 -0.3994
C 9.66 0.38 3.80 0.2761
O 10.80 -0.04 3.85 -0.5201
H 8.75 -1.44 4.61 0.4186
H 6.42 -0.59 4.51 0.4496
H 7.87 3.19 2.88 0.4339
H 10.20 2.33 2.97 0.4130
C -5.73 1.26 -12.93 -0.3647
C -4.89 1.50 -11.91 -0.3369
C -4.39 0.39 -11.07 0.3394
O -3.63 0.60 -10.14 -0.5608
C -4.85 -0.98 -11.39 -0.2607
C -5.68 -1.21 -12.41 -0.3259
C -6.18 -0.11 -13.25 0.3744
O -6.94 -0.32 -14.18 -0.5411
H -6.11 2.06 -13.56 0.4069
H -4.55 2.49 -11.66 0.4052
H -4.47 -1.78 -10.76 0.4557
H -6.02 -2.21 -12.66 0.4212
```

Entry 2:
C4H5NO in the gas phase in a non-equilibrium geometry, computed with the ωB97M-V functional and the def2-TZVPD basis.

For the max |F|, the calculation gives 3.3 eV/Å. The value obtained for the HOMO energy is -9.8 eV. As for the structure (SMILES): [H]/N=C1/C=CCO1. The relative energy (zero: lowest compared OMol25 entry of this formula, charge and spin) comes out at 55.6 kcal per mole. The electronic energy comes out at -7764.1172 eV.

XYZ file:
```
11
Properties=species:S:1:pos:R:3:mulliken_charge:R:1
H 1.89 -1.05 0.34 0.4244
N 2.35 -0.10 0.12 -0.7138
C 1.19 0.16 -0.29 0.4496
C 0.18 1.20 -0.45 -0.4721
C -0.98 0.66 -0.08 -0.2520
C -0.87 -0.80 0.22 -0.2983
O 0.39 -1.12 -0.27 -0.4347
H 0.35 2.25 -0.67 0.4099
H -1.90 1.19 0.03 0.3796
H -1.65 -1.40 -0.27 0.2731
H -0.96 -1.00 1.31 0.2343
```

Entry 3:
A molecular structure, C30H50F18N8O15S6 in a non-equilibrium geometry, computed with the ωB97M-V functional and the def2-TZVPD basis.

For the max |F|, the calculation gives 9.0 eV/Å. The value obtained for the HOMO energy is -11.2 eV. As for the charge: +2. The relative energy (zero: lowest compared OMol25 entry of this formula, charge and spin) comes out at 189.4 kcal per mole. The electronic energy comes out at -188453.6834 eV.

XYZ file:
```
127
Properties=species:S:1:pos:R:3:mulliken_charge:R:1
C 2.92 4.72 -1.78 -1.2453
C 1.51 4.56 -2.29 0.7702
C 0.84 5.85 -2.84 -1.0413
O -0.57 5.70 -3.26 -0.2924
C -1.16 6.96 -3.60 -0.7323
N 1.53 3.48 -3.43 0.1522
H 0.71 3.48 -4.02 0.4405
H 2.34 3.40 -4.03 0.3685
H 1.45 2.68 -2.82 0.1964
H 3.69 4.80 -2.55 0.3738
H 3.31 3.94 -1.12 0.1639
H 2.90 5.66 -1.23 0.4147
H 0.85 4.19 -1.51 0.0923
H 1.55 6.20 -3.59 0.3561
H 0.87 6.60 -2.05 0.4977
H -0.87 7.28 -4.61 0.3163
H -0.74 7.74 -2.96 0.3047
H -2.25 7.00 -3.59 0.2650
C 4.82 -1.74 -3.55 -1.3348
C 5.75 -1.92 -2.37 0.4551
C 5.07 -2.85 -1.39 -0.4266
O 5.54 -2.55 -0.16 -0.4210
C 5.02 -3.21 0.97 -0.6918
N 6.95 -2.70 -2.90 -0.2340
H 7.67 -2.10 -3.26 0.3625
H 7.33 -3.20 -2.11 0.3453
H 6.77 -3.45 -3.56 0.3597
H 5.25 -1.08 -4.30 0.4658
H 3.90 -1.23 -3.24 0.0360
H 4.45 -2.62 -4.06 0.4329
H 6.14 -0.94 -2.11 0.3365
H 5.15 -3.93 -1.45 0.4650
H 3.99 -2.73 -1.36 0.0318
H 4.14 -2.71 1.39 0.1989
H 5.60 -3.04 1.87 0.3171
H 4.83 -4.27 0.80 0.3523
C 3.15 -0.11 4.31 -1.2413
C 4.44 0.76 4.35 0.3439
C 4.64 1.74 3.14 -0.7433
O 3.46 2.48 3.30 -0.1824
C 3.61 3.76 2.56 -0.6632
N 4.55 1.60 5.63 -0.2465
H 4.62 1.04 6.47 0.3742
H 5.36 2.20 5.55 0.3388
H 3.79 2.25 5.74 0.3092
H 2.88 -0.60 5.25 0.4063
H 3.00 -0.88 3.56 0.1826
H 2.32 0.57 4.12 0.2932
H 5.32 0.12 4.35 0.3959
H 4.60 1.32 2.14 0.1890
H 5.51 2.37 3.34 0.5368
H 3.43 3.49 1.52 0.0364
H 4.55 4.30 2.64 0.3677
H 2.81 4.46 2.79 0.3246
C -6.46 -2.88 -6.35 -0.8760
N -5.93 -2.59 -5.01 0.0012
C -6.75 -2.17 -3.94 -0.3633
C -6.10 -1.88 -2.77 -0.5233
C -4.74 -2.08 -2.49 0.1535
C -4.00 -2.57 -3.60 -0.7887
C -4.62 -2.89 -4.77 -0.4345
C -4.08 -1.78 -1.18 1.5395
C -4.39 -0.56 -0.56 -0.7921
C -3.77 -0.30 0.70 -0.7669
N -3.01 -1.25 1.22 0.4229
C -2.76 -2.44 0.65 -0.1013
C -3.35 -2.77 -0.56 -0.6239
C -2.29 -0.85 2.44 -0.2273
H -5.83 -2.33 -7.04 0.3072
H -7.53 -2.70 -6.42 0.3014
H -6.33 -3.97 -6.29 0.4067
H -7.80 -2.01 -4.12 0.4318
H -6.83 -1.58 -2.02 0.4739
H -2.94 -2.76 -3.48 0.5107
H -4.12 -3.46 -5.53 0.4820
H -4.98 0.16 -1.10 0.7216
H -3.75 0.62 1.26 0.4993
H -1.95 -3.00 1.11 0.2640
H -3.16 -3.76 -0.95 0.7006
H -1.41 -0.29 2.11 0.1830
H -2.00 -1.75 2.99 -0.4547
H -2.83 -0.25 3.18 0.4274
C 0.44 -4.37 0.23 0.2991
F 0.06 -3.08 0.01 0.0628
F -0.50 -5.19 -0.26 -0.2776
F 1.58 -4.78 -0.23 -0.1392
S 0.65 -4.78 2.18 0.8335
O 0.83 -6.21 2.18 -0.5903
O 1.77 -3.92 2.60 -0.5622
N -0.84 -4.20 2.75 -0.1679
S -0.77 -4.90 4.11 0.8244
O -1.48 -6.17 4.00 -0.6796
O 0.35 -4.82 4.96 -0.5870
C -2.10 -3.85 5.07 0.5794
F -3.18 -3.66 4.29 -0.2546
F -2.47 -4.54 6.15 -0.2044
F -1.68 -2.61 5.23 -0.2079
C 0.39 -1.41 -3.45 0.6372
F 1.28 -1.36 -4.36 -0.2112
F -0.58 -2.24 -3.82 -0.1811
F 0.86 -1.79 -2.27 -0.1452
S -0.36 0.46 -3.16 0.7994
O -0.34 1.09 -4.52 -0.6902
O -1.71 0.16 -2.60 -0.4479
N 0.79 1.20 -2.08 -0.5825
S 0.51 0.87 -0.60 0.1563
O 0.04 2.07 0.08 -0.6073
O -0.29 -0.31 -0.36 0.0780
C 2.32 0.51 0.07 0.3277
F 2.29 0.43 1.46 -0.1127
F 2.78 -0.71 -0.35 -0.1659
F 3.20 1.51 -0.34 -0.1749
C -1.85 2.88 3.49 0.5062
F -1.87 2.21 4.64 -0.2194
F -0.82 3.81 3.55 -0.2328
F -1.64 2.17 2.36 -0.0351
S -3.50 3.82 3.16 0.9439
O -3.69 4.92 4.11 -0.6304
O -3.36 4.18 1.78 -0.5777
N -4.59 2.48 3.43 -0.4063
S -5.86 2.73 2.41 0.9479
O -6.31 4.10 2.38 -0.5739
O -5.79 1.97 1.13 -0.6066
C -7.31 1.80 3.42 0.5728
F -7.02 0.49 3.69 -0.2226
F -7.48 2.42 4.62 -0.2257
F -8.41 1.88 2.71 -0.1969
```

Entry 4:
C3H5N3S2 in the gas phase in a non-equilibrium geometry, computed with the ωB97M-V functional and the def2-TZVPD basis.

For the max |F|, the calculation gives 3.8 eV/Å. The value obtained for the HOMO energy is -8.3 eV. As for the structure (SMILES): [H]/N=C\N=C\N(S)C=S. The relative energy (zero: lowest compared OMol25 entry of this formula, charge and spin) comes out at 70.2 kcal per mole. The electronic energy comes out at -29329.6622 eV.

XYZ file:
```
13
Properties=species:S:1:pos:R:3:mulliken_charge:R:1
H 3.15 0.71 -0.26 0.3190
N 3.30 -0.30 -0.13 -0.5862
C 2.11 -0.76 -0.14 0.1326
N 0.98 0.13 -0.09 -0.2729
C -0.12 -0.46 -0.10 0.1304
N -1.30 0.23 -0.14 -0.1371
S -2.87 -0.59 -0.23 -0.1570
C -1.44 1.61 0.05 -0.0881
S -0.13 2.61 -0.13 -0.2186
H 1.79 -1.83 0.05 0.2110
H -0.11 -1.60 0.04 0.1172
H -2.87 -1.52 1.02 0.1830
H -2.49 1.77 0.06 0.3668
```

Q: Look up the relative energy (zero: lowest compared OMol25 entry of this formula, charge and spin) of the fourth one.
A: 70.2 kcal per mole